Record 1
A structure of composition C44H96N5O3Sr. Source: OMol25; level of theory: the ωB97M-V functional and the def2-TZVPD basis.

Each line ends with the Löwdin spin population.
CARTESIAN COORDINATES (ANGSTROEM)
Sr -18.85 -19.09 -11.91  0.00
N -20.62 -16.09 -12.56  0.00
O -20.27 -16.14 -13.72  0.00
O -21.04 -15.07 -12.04  0.00
O -20.37 -17.11 -11.85  0.00
C -17.81 -15.46 -10.11  0.00
C -17.60 -14.29 -9.06  0.00
C -18.91 -13.65 -8.52  0.00
C -18.64 -12.28 -8.01  0.00
N -19.78 -11.73 -7.05  0.00
C -19.59 -10.20 -6.84  0.00
C -19.76 -10.04 -5.32  0.00
C -20.14 -11.32 -4.74  0.00
C -19.57 -12.35 -5.69  0.00
C -21.25 -11.89 -7.59  0.00
C -21.52 -11.26 -9.06  0.00
C -22.91 -11.65 -9.55  0.00
H -16.89 -15.89 -10.52  0.00
H -18.44 -15.15 -10.95  0.00
H -18.29 -16.31 -9.64  0.00
H -16.79 -13.63 -9.37  0.00
H -17.11 -14.76 -8.21  0.00
H -19.53 -14.22 -7.84  0.00
H -19.57 -13.50 -9.38  0.00
H -18.55 -11.55 -8.82  0.00
H -17.71 -12.04 -7.50  0.00
H -20.04 -9.48 -7.53  0.00
H -18.58 -9.94 -7.16  0.00
H -20.47 -9.26 -5.03  0.00
H -18.86 -9.52 -5.01  0.00
H -21.23 -11.41 -4.70  0.00
H -19.73 -11.33 -3.73  0.00
H -20.17 -13.26 -5.75  0.00
H -18.52 -12.48 -5.45  0.00
H -21.85 -11.40 -6.82  0.00
H -21.41 -12.97 -7.62  0.00
H -20.72 -11.78 -9.58  0.00
H -21.19 -10.23 -9.11  0.00
H -23.72 -11.42 -8.87  0.00
H -22.97 -12.70 -9.82  0.00
H -23.09 -11.11 -10.49  0.00
C -12.83 -15.37 -17.98  0.00
C -13.91 -15.64 -16.95  0.00
C -14.98 -14.51 -16.72  0.00
C -15.79 -14.72 -15.45  0.00
N -16.57 -13.53 -14.92  0.00
C -17.17 -13.88 -13.61  0.00
C -17.13 -12.63 -12.73  0.00
C -16.48 -11.51 -13.50  0.00
C -15.66 -12.35 -14.48  0.00
C -17.61 -13.07 -16.01  0.00
C -18.70 -14.04 -16.50  0.00
C -19.63 -13.53 -17.60  0.00
H -11.86 -15.22 -17.50  0.00
H -13.01 -14.44 -18.52  0.00
H -12.75 -16.26 -18.60  0.00
H -13.51 -15.73 -15.94  0.00
H -14.41 -16.57 -17.21  0.00
H -15.74 -14.63 -17.50  0.00
H -14.46 -13.56 -16.66  0.00
H -15.17 -15.02 -14.61  0.00
H -16.56 -15.48 -15.53  0.00
H -18.15 -14.35 -13.76  0.00
H -16.46 -14.60 -13.21  0.00
H -18.08 -12.26 -12.35  0.00
H -16.52 -12.78 -11.83  0.00
H -17.21 -10.85 -13.96  0.00
H -15.94 -10.85 -12.82  0.00
H -15.28 -11.78 -15.33  0.00
H -14.84 -12.74 -13.87  0.00
H -17.03 -12.68 -16.85  0.00
H -18.19 -12.23 -15.63  0.00
H -19.39 -14.03 -15.66  0.00
H -18.56 -15.11 -16.66  0.00
H -19.26 -13.52 -18.62  0.00
H -19.88 -12.50 -17.36  0.00
H -20.62 -13.99 -17.53  0.00
C -26.42 -21.38 -14.13  0.00
C -27.02 -19.86 -14.03  0.00
C -25.94 -18.78 -13.55  0.00
C -26.27 -18.19 -12.16  0.00
N -25.10 -17.61 -11.36  0.00
C -25.65 -16.59 -10.29  0.00
C -25.80 -15.29 -11.04  0.00
C -24.72 -15.27 -12.06  0.00
C -24.19 -16.67 -12.16  0.00
C -24.18 -18.64 -10.68  0.00
C -24.80 -19.28 -9.47  0.00
C -23.93 -20.37 -8.90  0.00
H -27.30 -21.99 -14.28  0.00
H -25.91 -21.81 -13.27  0.00
H -25.77 -21.35 -15.01  0.00
H -27.90 -19.89 -13.39  0.00
H -27.27 -19.64 -15.06  0.00
H -25.92 -18.00 -14.32  0.00
H -24.91 -19.09 -13.65  0.00
H -26.75 -18.93 -11.52  0.00
H -27.15 -17.55 -12.16  0.00
H -24.86 -16.46 -9.55  0.00
H -26.53 -16.92 -9.75  0.00
H -25.82 -14.38 -10.44  0.00
H -26.73 -15.34 -11.61  0.00
H -23.95 -14.53 -11.82  0.00
H -25.16 -14.97 -13.01  0.00
H -23.14 -16.71 -11.87  0.00
H -24.26 -16.93 -13.21  0.00
H -23.18 -18.30 -10.41  0.00
H -23.86 -19.39 -11.41  0.00
H -25.79 -19.65 -9.74  0.00
H -24.94 -18.54 -8.68  0.00
H -22.92 -19.97 -8.86  0.00
H -23.97 -21.31 -9.45  0.00
H -24.22 -20.63 -7.88  0.00
C -25.48 -21.85 -20.26  0.23
C -24.15 -21.59 -19.58  0.32
C -23.89 -20.16 -19.04  0.06
C -22.45 -19.75 -18.91  0.01
N -22.02 -18.30 -18.49  0.01
C -22.78 -17.82 -17.20  0.00
C -21.79 -16.96 -16.32  0.00
C -20.55 -17.72 -16.57  0.00
C -20.53 -18.28 -17.97  0.00
C -22.34 -17.30 -19.62  0.00
C -21.98 -15.79 -19.49  0.00
C -22.28 -15.16 -20.89  0.00
H -25.52 -22.93 -20.38  0.02
H -25.87 -21.43 -21.19  0.06
H -26.37 -21.68 -19.64  0.08
H -23.38 -21.94 -20.26  0.11
H -23.68 -22.23 -18.83  0.09
H -24.33 -20.06 -18.05  0.01
H -24.36 -19.51 -19.77  0.01
H -21.83 -19.95 -19.78  0.00
H -21.99 -20.36 -18.12  0.00
H -23.57 -17.09 -17.38  0.00
H -23.16 -18.65 -16.59  0.00
H -21.72 -16.04 -16.91  0.00
H -22.10 -16.91 -15.28  0.00
H -19.70 -17.08 -16.35  0.00
H -20.49 -18.59 -15.91  0.00
H -19.86 -17.61 -18.51  0.00
H -20.17 -19.31 -17.91  0.00
H -23.41 -17.47 -19.65  0.00
H -21.75 -17.68 -20.46  0.00
H -20.90 -15.69 -19.33  0.00
H -22.61 -15.35 -18.72  0.00
H -21.75 -15.68 -21.69  0.00
H -21.94 -14.13 -21.01  0.00
H -23.35 -14.98 -20.94  0.00

Values from the calculation:
HOMO-LUMO gap (alpha / beta), eV: 5.816 / 2.023
Lowest unoccupied orbital energy (alpha / beta), eV: -15.23 / -19.02
Net charge: +6
Multiplicity: 2
Molecular weight, g/mol: 830.904

***

Record 2
An isolated molecule of C23H28O4. Source: OMol25; level of theory: the ωB97M-V functional and the def2-TZVPD basis.

Each line ends with the Löwdin charge.
CARTESIAN COORDINATES (ANGSTROEM)
C -5.79 0.00 0.33  -0.01
C -4.95 0.97 1.12  -0.41
O -5.35 1.48 2.15  0.07
C -3.60 1.26 0.59  -0.17
C -3.16 0.86 -0.66  -0.03
C -1.87 1.11 -1.08  -0.01
C -0.98 1.78 -0.25  -0.27
C -1.42 2.21 1.01  0.00
C -2.70 1.96 1.42  -0.01
H -3.05 2.28 2.39  0.12
H -0.72 2.74 1.64  0.12
O 0.31 2.07 -0.55  -0.05
C 0.82 1.70 -1.82  -0.20
C 2.22 2.27 -1.97  -0.17
H 2.46 2.29 -3.04  0.11
H 2.21 3.30 -1.61  0.12
C 3.30 1.48 -1.24  -0.20
C 3.20 1.57 0.28  -0.20
H 3.19 2.62 0.56  0.12
C 4.37 0.89 0.99  -0.19
H 4.36 1.17 2.04  0.11
H 5.30 1.26 0.55  0.11
C 4.35 -0.64 0.89  -0.17
H 3.95 -0.94 -0.08  0.09
H 5.37 -1.03 0.96  0.12
C 3.56 -1.31 2.02  -0.19
H 3.56 -2.40 1.89  0.13
O 2.23 -0.84 2.18  -0.04
C 1.23 -1.29 1.40  -0.26
C -0.05 -0.88 1.77  0.02
C -1.15 -1.29 1.06  -0.01
C -1.02 -2.11 -0.07  -0.17
C 0.27 -2.52 -0.44  -0.02
C 1.38 -2.12 0.29  -0.01
H 2.35 -2.47 -0.02  0.10
H 0.42 -3.15 -1.29  0.11
C -2.24 -2.51 -0.80  -0.40
O -3.34 -2.20 -0.41  0.06
C -2.06 -3.31 -2.06  -0.01
H -1.42 -2.78 -2.77  0.08
H -3.03 -3.49 -2.51  0.08
H -1.60 -4.27 -1.83  0.09
H -2.14 -0.99 1.36  0.12
H -0.16 -0.24 2.63  0.13
H 4.04 -1.08 2.98  0.13
H 2.25 1.14 0.61  0.10
H 3.25 0.44 -1.57  0.11
H 4.28 1.87 -1.55  0.11
H 0.17 2.11 -2.61  0.13
H 0.83 0.60 -1.91  0.13
H -1.56 0.77 -2.06  0.11
H -3.83 0.33 -1.33  0.11
H -6.70 -0.22 0.89  0.08
H -5.23 -0.91 0.15  0.06
H -6.06 0.44 -0.62  0.09

Values from the calculation:
HOMO-LUMO gap, eV: 8.880
Lowest unoccupied orbital energy, eV: 0.36
Net charge: 0
Relative energy (zero: lowest compared OMol25 entry of this formula, charge and spin), kcal/mol: 0.8
SMILES: CC(=O)c1ccc(OCCCCCCCOc2ccc(C(C)=O)cc2)cc1
Molecular weight, g/mol: 368.473

***

Record 3
A structure of composition C4H8NaO3. Source: OMol25; level of theory: the ωB97M-V functional and the def2-TZVPD basis.

Each line ends with the Löwdin spin population.
CARTESIAN COORDINATES (ANGSTROEM)
O -0.24 -0.69 -0.24  0.09
Na -1.40 -2.10 -1.89  0.10
O -1.96 0.04 -1.40  0.20
C -0.97 0.39 -0.66  0.43
O -1.20 1.22 0.41  0.10
C -1.47 2.58 0.14  0.02
C 1.39 -0.90 -0.14  0.02
C 1.61 -1.94 0.93  0.01
H -1.30 3.11 1.08  0.00
H -0.82 3.00 -0.65  0.01
H -2.50 2.71 -0.20  0.00
H 1.71 -0.77 -1.19  0.01
H 2.02 -0.05 0.14  0.00
H 1.50 -2.96 0.54  0.00
H 2.65 -1.88 1.30  0.00
H 0.98 -1.78 1.81  0.00

Values from the calculation:
HOMO-LUMO gap (alpha / beta), eV: 3.925 / 7.732
Lowest unoccupied orbital energy (alpha / beta), eV: -0.62 / -0.78
Net charge: 0
Relative energy (zero: lowest compared OMol25 entry of this formula, charge and spin), kcal/mol: 33.7
Multiplicity: 2
Molecular weight, g/mol: 127.095

***

Record 4
A cluster of 2 separate species, C4H8O2 in total. Source: OMol25; level of theory: the ωB97M-V functional and the def2-TZVPD basis.

Each line ends with the Löwdin charge.
CARTESIAN COORDINATES (ANGSTROEM)
C 1.10 -1.32 -1.22  -0.08
C 0.06 0.71 -0.54  -0.31
C 0.76 -0.48 0.04  -0.21
O -1.12 0.72 -0.80  0.03
C -1.69 1.15 1.68  -0.18
O -1.94 2.33 1.61  0.00
H 2.16 -1.58 -1.27  0.07
H 0.49 -2.22 -1.24  0.08
H 0.85 -0.76 -2.14  0.08
H 0.71 1.55 -0.85  0.14
H 0.10 -1.04 0.71  0.11
H -0.67 0.78 1.90  0.07
H 1.65 -0.18 0.60  0.11
H -2.45 0.36 1.52  0.09

Values from the calculation:
HOMO-LUMO gap, eV: 10.674
Lowest unoccupied orbital energy, eV: 0.82
Net charge: 0
Relative energy (zero: lowest compared OMol25 entry of this formula, charge and spin), kcal/mol: 52.2
SMILES: CCC=O.C=O
Molecular weight, g/mol: 88.106

***

Record 5
A structure of composition C38H34KN7P. Source: OMol25; level of theory: the ωB97M-V functional and the def2-TZVPD basis.

Each line ends with the Löwdin charge.
CARTESIAN COORDINATES (ANGSTROEM)
K -1.54 0.52 0.02  0.68
C 0.26 3.87 3.22  -0.06
C 0.06 3.11 2.04  -0.19
N 0.11 1.82 2.01  0.05
C 0.30 1.18 3.18  -0.15
C 0.51 1.91 4.42  -0.21
C 0.52 3.27 4.44  -0.04
C 0.80 1.23 5.60  -0.10
C 0.91 -0.14 5.56  -0.12
C 0.58 -0.90 4.45  -0.05
C 0.29 -0.28 3.20  -0.26
N 0.05 -0.96 2.08  0.05
C 0.44 -2.22 1.81  -0.22
C 1.60 -2.86 2.31  -0.07
C 2.10 -4.01 1.81  -0.10
C 1.48 -4.68 0.74  -0.09
C 0.45 -4.08 0.12  -0.19
C -0.19 -4.67 -1.04  -0.03
C -1.30 -4.10 -1.54  -0.07
C -1.82 -2.88 -0.94  -0.13
N -1.21 -2.32 0.07  0.05
C -0.15 -2.89 0.66  -0.18
H 0.19 4.93 3.19  0.08
H 0.03 3.61 1.08  0.10
H 0.57 3.78 5.40  0.11
H 0.88 1.87 6.50  0.10
H 1.08 -0.65 6.53  0.10
H 0.42 -2.00 4.58  0.11
H 2.17 -2.44 3.15  0.10
H 2.86 -4.41 2.39  0.08
H 1.82 -5.67 0.48  0.09
H 0.12 -5.58 -1.54  0.11
H -1.87 -4.61 -2.31  0.10
H -2.76 -2.49 -1.28  0.10
C 3.69 -0.16 -2.88  -0.16
C 3.01 0.69 -3.76  -0.10
C 1.60 0.73 -3.76  -0.03
C 0.87 -0.06 -2.82  -0.28
C 1.61 -0.88 -1.95  -0.01
C 3.02 -0.96 -1.98  -0.10
N -0.54 0.03 -2.61  0.06
C -1.35 -0.20 -3.56  -0.31
C -0.98 -0.83 -4.77  -0.04
C -1.87 -1.28 -5.74  -0.07
C -3.31 -1.02 -5.56  -0.12
C -3.69 -0.42 -4.41  -0.07
C -2.80 -0.03 -3.36  -0.25
N -3.19 0.63 -2.27  0.01
N -4.48 0.80 -2.04  0.02
C -4.90 1.43 -0.86  -0.33
C -6.29 1.57 -0.69  -0.06
C -6.81 2.17 0.41  -0.10
C -5.91 2.44 1.47  -0.10
C -4.54 2.29 1.23  -0.18
N -4.05 1.77 0.14  0.04
H 4.76 -0.17 -2.86  0.09
H 3.63 1.29 -4.45  0.10
H 1.16 1.38 -4.49  0.10
H 0.99 -1.54 -1.25  0.12
H 3.63 -1.51 -1.29  0.09
H 0.11 -1.13 -4.92  0.13
H -1.57 -1.82 -6.65  0.09
H -4.01 -1.14 -6.39  0.09
H -4.74 -0.11 -4.19  0.10
H -6.92 1.31 -1.56  0.11
H -7.89 2.30 0.63  0.11
H -6.34 2.79 2.41  0.09
H -3.86 2.50 2.09  0.12
C 5.39 2.29 1.43  -0.31
P 3.52 2.02 1.35  0.80
C 3.26 2.37 -0.46  -0.30
C 3.38 0.27 1.43  -0.35
H 6.00 1.79 0.66  0.04
H 5.65 1.93 2.37  -0.01
H 5.55 3.36 1.39  0.01
H 3.88 1.73 -1.14  0.03
H 3.30 3.43 -0.71  0.03
H 2.15 2.12 -0.50  0.03
H 4.19 -0.30 0.91  0.05
H 2.40 -0.10 1.07  0.04
H 3.57 -0.03 2.47  0.04

Values from the calculation:
HOMO-LUMO gap, eV: 5.442
Lowest unoccupied orbital energy, eV: 1.91
Net charge: -1
Relative energy (zero: lowest compared OMol25 entry of this formula, charge and spin), kcal/mol: 52.2
Molecular weight, g/mol: 658.811